[1]
Molecular formula: C28H44N2O16S4
Method: DFT, ωB97M-V/def2-TZVPD

XYZ file:
```
94
Properties=species:S:1:pos:R:3
N 0.4326 0.2732 -0.1529
H 0.1013 -0.6110 0.2055
H 0.1639 1.0996 0.3618
H 0.3196 0.5699 -1.1117
H 1.4055 0.0695 0.0261
N -2.4261 3.3334 -0.3387
H -2.8080 4.2683 -0.3318
H -1.4277 3.4594 -0.4258
H -2.7236 2.7407 -1.1005
H -2.7491 3.0485 0.5748
C -1.0220 1.3049 -2.9733
C -1.9060 2.3642 -3.5142
C -1.3957 3.1391 -4.8167
O -2.2948 3.6589 -5.5648
C 0.0135 3.0197 -5.1851
C 0.6787 2.0065 -4.5916
C 0.1368 1.0172 -3.5477
O 0.8490 0.0722 -3.0049
O 1.8330 1.8207 -5.1400
O -3.0535 2.6578 -2.9851
H -1.3685 0.7020 -2.1470
H 0.4779 3.5813 -5.9822
C 0.4725 5.0397 -1.2529
C 1.0175 4.0248 -0.6616
C 2.3220 3.3357 -1.2393
O 2.6520 2.1161 -0.9253
C 3.0572 3.8400 -2.3144
C 2.4914 5.1225 -3.0137
C 1.0599 5.6627 -2.5526
O 0.4871 6.5232 -3.2452
O 2.9128 5.5972 -4.0739
O 0.3968 3.4786 0.3387
H -0.3770 5.5378 -0.8094
H 3.9041 3.3069 -2.7206
C -1.1203 -2.8391 4.0847
C -0.1625 -3.3400 3.0860
C -1.0787 -3.9902 2.0066
S -2.1008 -2.5438 1.5000
O -3.4767 -2.8567 1.1718
O -1.2913 -1.6085 0.7348
C -2.1157 -1.9833 3.2519
H -0.4906 -2.2819 4.7782
H -1.7574 -3.6090 4.5200
H 0.4401 -4.0597 3.6400
H 0.4643 -2.5632 2.6480
H -1.8025 -4.6061 2.5402
H -0.7538 -4.5379 1.1219
H -3.1060 -2.2523 3.6192
H -1.9265 -0.9105 3.2899
C -3.1051 2.6791 5.7342
C -1.8183 3.3963 5.5119
C -1.8141 3.9373 4.0334
S -2.2944 2.3689 3.1248
O -1.0769 1.5903 3.0475
O -3.0926 2.5876 2.0103
C -3.2125 1.6822 4.5785
H -3.9598 3.3376 5.5791
H -3.1589 2.2038 6.7136
H -1.0049 2.7114 5.7513
H -1.7156 4.2404 6.1938
H -0.9307 4.3378 3.5361
H -2.6755 4.5872 3.8795
H -2.8817 0.6619 4.7725
H -4.1536 1.4650 4.0733
C 4.3554 -3.4727 1.1814
C 3.8294 -2.4798 2.0837
C 4.3411 -1.1876 1.4818
S 4.0771 -1.2810 -0.2403
O 5.1908 -0.7689 -1.0579
O 2.7319 -0.7936 -0.4827
C 4.0644 -3.0840 -0.2788
H 3.9538 -4.4596 1.4113
H 5.4186 -3.5135 1.4180
H 4.1219 -2.6738 3.1156
H 2.7632 -2.2536 2.0804
H 5.3953 -1.1359 1.7542
H 3.9163 -0.2394 1.8113
H 4.8813 -3.3201 -0.9607
H 3.1033 -3.4915 -0.5926
C -1.0312 -2.8958 -3.6477
C -1.0551 -3.3404 -2.2185
C -0.3529 -4.7699 -2.0362
S 0.3649 -5.1164 -3.6882
O 0.2027 -6.5229 -4.0037
O 1.6006 -4.3527 -3.6944
C -0.8464 -4.1728 -4.5392
H -0.3388 -2.2060 -4.1303
H -2.0003 -2.5460 -4.0034
H -2.1042 -3.1658 -1.9799
H -0.3507 -2.6585 -1.7421
H -1.0776 -5.5416 -1.7769
H 0.5194 -4.7693 -1.3825
H -1.7822 -4.7098 -4.6946
H -0.3516 -4.0627 -5.5041
```

Properties
- frontier orbital gap (hartree) = 0.0838
- highest occupied orbital energy (eV) = 0.09
- LUMO level (eV) = 2.4
- total charge = -2

[2]
Molecular formula: C3H9F2N2O
Method: DFT, ωB97M-V/def2-TZVPD

XYZ file:
```
17
Properties=species:S:1:pos:R:3
C -0.9587 1.5288 -0.5540
C 1.0346 -0.8300 -0.5942
C -1.6834 -0.5743 0.4896
N -0.6971 0.3517 0.2106
N 1.4674 -0.7042 0.8483
O 0.5944 -1.8223 -1.3066
F -2.2226 -1.0947 -0.6807
F -0.9735 -1.6370 1.0580
H -1.7004 1.2778 -1.2655
H -1.5361 2.3550 0.0236
H -0.0933 2.0717 -0.8007
H 1.2696 -0.1477 -1.3257
H -2.6110 -0.1165 0.9530
H 0.8858 0.1191 1.0082
H 1.2239 -1.5416 1.3892
H 2.4526 -0.6820 0.8712
H 0.5187 -2.5992 -0.7561
```

Properties
- frontier orbital gap (alpha / beta) (hartree) = 0.3020 / 0.3021
- energy above the lowest of the compared OMol25 structures with the same formula, charge and spin (eV) = 5.047
- highest occupied orbital energy (alpha / beta) (eV) = -13.08 / -13.08
- LUMO level (alpha / beta) (eV) = -4.9 / -4.9
- total charge = +1

[3]
Molecular formula: C49H78FN2O24P3
Method: DFT, ωB97M-V/def2-TZVPD

XYZ file:
```
157
Properties=species:S:1:pos:R:3
C 1.3201 -0.9536 -1.9241
C 0.8193 -1.2062 -0.5029
N -0.2265 -0.2546 -0.0864
C -0.1479 0.9913 0.5354
C -1.4437 1.3364 0.7471
N -2.2631 0.4173 0.1064
C -1.4831 -0.5652 -0.2854
C -3.7047 0.3041 0.1242
H 1.9903 -0.1082 -2.0523
H 0.5643 -0.9811 -2.7108
H 1.8918 -1.8645 -2.1347
H 1.6427 -1.1602 0.2047
H 0.3179 -2.1675 -0.4072
H 0.7603 1.4681 0.8559
H -1.8882 2.2394 1.1358
H -1.7213 -1.5311 -0.7060
H -3.9129 -0.7429 -0.0791
H -4.0868 0.8817 -0.7132
H -3.9501 0.5451 1.1526
F -1.0073 -3.3325 0.3213
C -3.2913 0.0686 7.2004
C -2.8125 -0.7629 6.1715
C -2.5036 -0.1699 4.9747
C -2.5230 1.2053 4.7852
C -2.9632 2.0284 5.8200
C -3.4169 1.4335 7.0229
O -3.7263 2.2449 8.0976
O -2.3525 -0.9896 3.8590
H -3.4388 -0.3494 8.1899
H -2.5754 -1.8104 6.2993
H -2.3758 1.6232 3.7985
H -3.0560 3.0883 5.6321
H -3.4751 1.7507 8.8844
H -2.9445 -1.7397 4.0053
C 2.7882 -3.3195 3.1447
C 2.8257 -3.4964 4.5375
C 1.7205 -3.1044 5.3104
C 0.5401 -2.7647 4.6369
C 0.5435 -2.4779 3.2962
C 1.6108 -2.9150 2.5384
O 1.5794 -2.8675 1.1637
O 1.7329 -3.1980 6.6848
H 3.6598 -3.5338 2.5419
H 3.6930 -3.9913 4.9585
H -0.3260 -2.5535 5.2525
H -0.2825 -1.9983 2.7863
H 0.6458 -3.0556 0.9083
H 2.5142 -3.7220 6.8944
C -0.6566 -4.5467 -3.2346
C 0.5500 -5.0296 -3.7368
C 1.4682 -5.6070 -2.8722
C 1.3269 -5.5126 -1.4932
C 0.2002 -4.8812 -0.9787
C -0.8488 -4.5092 -1.8542
O -2.0332 -4.0862 -1.2949
O 2.5223 -6.3764 -3.3117
H -1.5587 -4.3944 -3.8124
H 0.4420 -5.1662 -4.8084
H 1.9547 -5.9691 -0.7430
H 0.0980 -4.7880 0.0969
H -2.0448 -4.1270 -0.3278
H 2.5236 -6.3129 -4.2749
C -5.0673 -2.9327 2.9010
C -5.5189 -3.7300 3.9410
C -4.7148 -4.7421 4.4521
C -3.4310 -4.9070 3.9392
C -3.0211 -4.1410 2.8393
C -3.8167 -3.1209 2.3277
O -3.3640 -2.4111 1.2735
O -5.2907 -5.5543 5.3825
H -5.7088 -2.1408 2.5317
H -6.5730 -3.7370 4.1859
H -2.9452 -5.8395 4.2053
H -2.0710 -4.4708 2.4384
H -2.4193 -2.6159 1.0006
H -4.9400 -6.4420 5.4719
C 3.0415 4.2824 2.2348
C 1.7806 4.1914 2.7824
C 0.6767 4.1893 1.9297
C 0.8793 4.2486 0.5527
C 2.1548 4.1787 0.0334
C 3.2866 4.2884 0.8547
O 4.4995 4.3374 0.2215
O -0.6192 4.0261 2.3870
H 3.9310 4.2796 2.8602
H 1.6774 3.9550 3.8333
H 0.0542 4.1696 -0.1438
H 2.4009 4.1954 -1.0225
H 5.1521 4.1626 0.9151
H -0.6856 4.5753 3.1778
C -3.3015 5.2352 -1.5001
O -3.1252 5.3006 -0.0875
P -4.2496 4.7577 0.8902
O -4.1986 3.3289 1.1474
O -4.0319 5.6781 2.1888
C -4.0179 7.0967 2.1084
O -5.6527 5.2181 0.2559
C -6.8973 5.1964 0.9117
H -3.3077 4.1979 -1.8327
H -2.6498 5.8957 -2.0673
H -4.2770 5.6588 -1.7686
H -3.9481 7.4746 3.1269
H -4.8824 7.4001 1.5146
H -3.0937 7.4485 1.6363
H -7.3805 6.1525 1.1144
H -6.9160 4.6307 1.8475
H -7.5615 4.6258 0.2571
C 7.3369 2.4482 -6.1957
O 6.5277 1.2683 -5.9765
P 4.9417 1.5678 -5.7389
O 4.3065 2.2451 -6.8836
O 4.3170 0.1321 -5.4222
C 4.2971 -0.4000 -4.1031
O 4.9255 2.3626 -4.3424
C 3.6829 2.7652 -3.7581
H 6.8286 3.3750 -5.9307
H 7.7304 2.4282 -7.2055
H 8.1163 2.3722 -5.4357
H 3.3339 -0.2080 -3.6118
H 4.8498 0.1694 -3.3483
H 4.5089 -1.4617 -4.1355
H 2.8365 2.2579 -4.2242
H 3.4824 3.8068 -4.0357
H 3.7529 2.7851 -2.6743
C -3.2400 1.2315 -3.5693
O -2.1570 0.4589 -4.0918
P -0.9502 1.1383 -4.8794
O -0.1967 2.1294 -4.1001
O -0.1855 -0.1129 -5.4267
C 0.9766 0.0991 -6.2497
O -1.6865 1.6480 -6.2251
C -1.6041 2.9535 -6.8218
H -3.4655 2.1752 -4.0763
H -2.8072 1.5922 -2.6293
H -4.1538 0.6549 -3.4908
H 0.6601 -0.0878 -7.2772
H 1.6791 -0.6995 -6.0199
H 1.3735 1.0965 -6.0702
H -0.9137 3.5259 -6.1991
H -2.5847 3.4090 -6.9086
H -1.1078 2.8366 -7.7837
C 4.8648 -5.2390 -0.2936
O 5.3107 -3.9032 -0.4923
C 4.3191 -2.9157 -0.2217
C 5.0337 -1.5592 -0.3076
O 4.0351 -0.5642 -0.2151
C 4.6156 0.6950 0.0296
H 5.6051 -6.0327 -0.3151
H 3.9457 -5.6013 -0.7554
H 4.5223 -5.2236 0.7555
H 4.1219 -3.1014 0.8398
H 3.5280 -3.0645 -0.9568
H 5.5508 -1.5856 -1.2738
H 5.7660 -1.4707 0.4945
H 3.9996 1.4733 -0.4404
H 5.4660 0.9033 -0.6361
H 4.8424 1.0031 1.0492
```

Properties
- frontier orbital gap (hartree) = 0.2617
- energy above the lowest of the compared OMol25 structures with the same formula, charge and spin (eV) = 0.000
- highest occupied orbital energy (eV) = -6.88
- LUMO level (eV) = 0.2

[4]
Molecular formula: C4H9NO2S
Method: DFT, ωB97M-V/def2-TZVPD

XYZ file:
```
17
Properties=species:S:1:pos:R:3
O -0.3829 2.5060 -1.6938
C -0.3581 1.4719 -2.3248
N -0.0129 0.2731 -1.7812
C 0.0254 0.1044 -0.3409
C 1.4771 -0.2101 0.0346
O 1.7651 0.0136 1.4326
C -0.9930 -0.9338 0.1481
S -0.8316 -1.5182 1.8720
H -0.5569 1.4403 -3.4022
H -0.1912 -0.5420 -2.3484
H -0.1606 1.0683 0.1367
H 2.1556 0.3109 -0.6325
H 1.7156 -1.2807 -0.0076
H 2.2759 0.8243 1.5033
H -1.9487 -0.4118 0.1418
H -0.9562 -1.8221 -0.4808
H -0.7581 -0.2812 2.3731
```

Properties
- frontier orbital gap (hartree) = 0.3530
- structure (SMILES) = O=CN[C@H](CO)CS
- energy above the lowest of the compared OMol25 structures with the same formula, charge and spin (eV) = 1.145
- highest occupied orbital energy (eV) = -8.92
- LUMO level (eV) = 0.7

[5]
Molecular formula: CH4N4S
Method: DFT, ωB97M-V/def2-TZVPD

XYZ file:
```
10
Properties=species:S:1:pos:R:3
C 0.7712 0.4146 0.2290
N -0.4267 -1.6270 -0.2521
N 0.6815 -1.2700 0.0338
N -0.3861 0.9494 -0.3042
N -1.3284 0.3068 0.3191
S -2.8284 0.2405 -0.0622
H 0.6014 0.4210 1.3210
H 1.7973 0.8000 -0.0752
H 1.6396 -1.5838 0.0174
H -0.5214 1.3485 -1.2267
```

Properties
- frontier orbital gap (hartree) = 0.2832
- energy above the lowest of the compared OMol25 structures with the same formula, charge and spin (eV) = 4.415
- highest occupied orbital energy (eV) = -7.42
- LUMO level (eV) = 0.3

[6]
Molecular formula: C3H6N2S
Method: DFT, ωB97M-V/def2-TZVPD

XYZ file:
```
12
Properties=species:S:1:pos:R:3
C -1.5215 1.4126 1.7473
C -0.5358 0.8397 0.0625
C 0.0793 -0.5831 -1.0737
N -1.4483 0.3895 1.0522
N 1.3332 -1.0592 -0.5632
S -0.0781 2.3451 0.6079
H -1.9272 1.9524 2.5970
H -0.0110 -0.1770 -2.0382
H -0.6657 -1.4587 -1.0157
H 1.2910 -1.1142 0.4189
H 2.0880 -0.5521 -0.8087
H 1.3963 -1.9949 -0.9865
```

Properties
- frontier orbital gap (alpha / beta) (hartree) = 0.3091 / 0.2537
- 2S+1 = 3
- energy above the lowest of the compared OMol25 structures with the same formula, charge and spin (eV) = 1.533
- highest occupied orbital energy (alpha / beta) (eV) = -18.34 / -20.37
- LUMO level (alpha / beta) (eV) = -9.9 / -13.5
- total charge = +2

[7]
Molecular formula: C9H11N3S2
Method: DFT, ωB97M-V/def2-TZVPD

XYZ file:
```
25
Properties=species:S:1:pos:R:3
N -1.3384 4.0764 1.5235
C -0.9302 2.7843 0.9622
C -1.8659 2.1164 0.0475
C -1.4869 0.7815 -0.6125
C -0.1793 0.1901 -0.2864
C 0.2541 -1.1606 -0.9810
C 0.2020 -2.4084 -0.0151
C 0.5777 -3.7981 -0.7454
S 1.0508 -3.6412 -2.5264
C 0.7997 0.8186 0.6635
N 2.0628 0.4201 1.0796
S 2.5705 1.6164 2.1475
N 1.3029 2.7196 2.1839
C 0.4035 2.1402 1.2988
H -0.4647 4.6308 1.5200
H -1.8854 4.5127 0.7645
H -2.8731 2.5479 -0.1987
H -2.2015 0.3086 -1.3314
H -0.4734 -1.3142 -1.8320
H 1.2991 -0.9918 -1.3851
H 0.8620 -2.2912 0.8987
H -0.8489 -2.5350 0.3965
H 1.4240 -4.3358 -0.2229
H -0.3083 -4.5018 -0.7140
H 2.0469 -2.6853 -2.6352
```

Properties
- frontier orbital gap (hartree) = 0.2642
- energy above the lowest of the compared OMol25 structures with the same formula, charge and spin (eV) = 2.018
- highest occupied orbital energy (eV) = -8.10
- LUMO level (eV) = -0.9

[8]
Molecular formula: C16H28N5O5
Method: DFT, ωB97M-V/def2-TZVPD

XYZ file:
```
54
Properties=species:S:1:pos:R:3
C 0.5017 4.1679 3.8440
N 0.2569 2.9303 2.9841
C -0.2396 1.8964 3.8460
H 0.2869 1.7689 4.7656
H -0.5884 1.2575 3.2453
H -1.3596 2.4432 4.3726
H 1.8460 -2.0768 -1.7586
C 1.5104 2.6500 2.2745
C 1.0043 1.7145 1.2733
N 0.8558 0.3334 1.2799
N 0.4918 -0.1284 0.2708
C 0.1656 1.0847 -0.4679
O 0.2721 2.2308 0.0273
C -0.5595 0.9668 -1.8196
N -0.8294 -0.2243 -2.3677
C 0.0513 -1.2027 -2.2979
O 1.1419 -0.8413 -2.4179
C -0.3657 -2.6483 -2.5153
C -0.2508 -3.3430 -1.2844
C 0.9926 -3.2306 -0.3668
N 2.1207 -3.0011 -1.5069
H 3.0270 -3.2970 -0.8350
C 1.9168 -4.0945 -2.5385
C 0.6948 -3.5115 -3.2861
H 0.4515 -4.1370 -4.1090
H 1.1467 -2.8097 -4.2671
H 2.5779 -4.0641 -3.2357
H 1.7145 -5.0653 -2.2215
H 0.9531 -2.2430 0.2419
H 1.0830 -4.0665 0.1982
H -0.9988 -2.7883 -0.6089
H -0.6231 -4.2042 -1.3586
H -1.2567 -2.7250 -3.0426
H -1.9487 -0.5520 -2.2637
H 0.0423 1.5526 -2.5180
C -1.7456 1.7420 -1.7979
H -2.2886 1.9070 -2.9513
H -1.7114 2.7335 -1.4678
C -2.8980 1.4557 -0.7292
C -3.7488 0.2907 -0.9684
O -3.6640 -0.7632 -1.7705
O -5.0640 0.3852 -0.3694
H -5.6767 -0.2059 -0.7798
H -3.7049 2.3932 -0.4985
H -2.3289 1.2749 0.2062
C 2.5398 1.8510 2.9820
O 2.1963 0.6617 3.6745
H 1.7798 0.0473 2.9690
H 3.5801 1.8298 2.3452
H 2.9758 2.6295 4.0581
H 1.8912 3.4385 1.7671
H 1.3050 4.1265 4.6135
H -0.3313 4.5277 4.0392
H 0.8091 4.9328 3.1420
```

Properties
- frontier orbital gap (hartree) = 0.3144
- energy above the lowest of the compared OMol25 structures with the same formula, charge and spin (eV) = 15.562
- highest occupied orbital energy (eV) = -11.06
- LUMO level (eV) = -2.5
- total charge = +1

Let's list max |F| in order: 7.33, 4.63, 5.34, 1.84, 4.59, 7.27, 4.26, 15.45 eV/Å.